{
  "formula": "C3H4N2O",
  "method": "ωB97M-V/def2-TZVPD",
  "symbols": ["C", "C", "O", "N", "C", "N", "H", "H", "H", "H"],
  "positions_angstrom": [[0.63773, 0.89104, 0.34577], [0.45849, -0.47328, -0.09437], [1.38741, -1.32486, -0.49708], [-0.84524, -0.57291, -0.24737], [-1.15740, 0.90963, 0.16830], [-2.11218, 1.58285, 0.33459], [1.01154, -2.08056, -0.97305], [-1.41072, -1.42128, -0.28583], [0.66539, 0.98539, 1.42963], [1.36498, 1.50398, -0.18060]],
  "lowdin_charge": [0.015, -0.400, 0.149, 0.166, -0.457, 0.043, 0.137, 0.144, 0.106, 0.098],
  "fmax_ev_per_a": 1.40,
  "charge": 0,
  "e_above_lowest_kj_mol": 392.37,
  "homo_lumo_gap_ha": 0.27188,
  "e_homo_ev": -7.602
}